A molecular structure, C14H37BF6HgN4O7S2. Source: the OMol25 dataset; level of theory: ωB97M-V/def2-TZVPD.

Last column: Löwdin charge in e.
Cartesian coordinates (Å):
Hg: 28.718 28.690 -22.473  1.0870
C: 26.638 26.881 -25.803  -0.6543
F: 26.203 26.612 -27.025  0.1558
F: 25.820 27.821 -25.318  0.1197
F: 26.625 25.820 -25.032  0.1630
S: 28.377 27.682 -25.991  0.6769
O: 28.907 26.932 -27.094  -0.2667
O: 28.241 29.104 -26.193  -0.2716
N: 29.082 27.456 -24.432  -0.3554
S: 30.028 26.214 -24.440  0.5563
O: 30.580 26.075 -23.102  -0.3384
O: 29.452 24.993 -24.958  -0.2806
C: 31.548 26.614 -25.506  -0.6591
F: 32.674 26.304 -24.872  0.1388
F: 31.499 25.870 -26.609  0.1364
F: 31.572 27.897 -25.837  0.1450
B: 28.316 30.957 -23.548  -0.4267
H: 27.747 29.941 -23.811  -0.0653
H: 29.323 30.934 -24.148  -0.0259
H: 27.615 31.816 -23.910  -0.0098
H: 28.526 30.958 -22.391  -0.0775
C: 27.250 24.491 -20.811  -0.0409
C: 27.412 25.755 -21.633  -0.3905
C: 26.164 26.646 -21.630  -0.1747
O: 26.519 27.708 -22.496  -0.3039
C: 25.406 28.587 -22.644  -0.1033
N: 28.559 26.542 -21.115  0.0355
H: 27.078 24.790 -19.769  0.0566
H: 28.115 23.833 -20.849  0.0887
H: 26.351 23.904 -21.024  0.0864
H: 27.660 25.462 -22.656  0.1221
H: 25.894 26.940 -20.608  0.1277
H: 25.330 26.094 -22.074  0.1402
H: 25.685 29.524 -23.128  0.0866
H: 25.056 28.974 -21.675  0.0871
H: 24.585 28.096 -23.162  0.0963
H: 28.302 26.785 -20.160  0.0545
H: 29.410 25.996 -21.149  0.0724
C: 31.455 31.157 -21.608  -0.0344
C: 31.749 29.765 -22.242  -0.3980
C: 33.247 29.532 -22.383  -0.2095
O: 33.481 28.325 -23.069  -0.1841
C: 34.804 28.146 -23.490  -0.1186
N: 30.963 28.743 -21.549  0.0176
H: 31.036 31.054 -20.607  0.0679
H: 30.881 31.830 -22.236  0.0691
H: 32.446 31.605 -21.475  0.0725
H: 31.350 29.867 -23.255  0.1217
H: 33.817 29.572 -21.443  0.1330
H: 33.643 30.393 -22.936  0.1315
H: 35.157 28.789 -24.305  0.0939
H: 34.889 27.142 -23.905  0.0823
H: 35.540 28.227 -22.682  0.0883
H: 31.388 27.813 -21.620  0.0756
H: 31.098 28.833 -20.539  0.0906
C: 27.706 31.173 -18.426  -0.0540
C: 28.028 29.765 -18.978  -0.3537
C: 27.242 28.720 -18.205  -0.2263
O: 27.874 27.472 -18.282  -0.2117
C: 27.206 26.503 -17.466  -0.0770
N: 27.750 29.746 -20.478  0.0215
H: 28.402 31.430 -17.624  0.0839
H: 26.692 31.340 -18.054  0.0842
H: 27.832 31.981 -19.153  0.0804
H: 29.110 29.652 -18.897  0.1295
H: 26.217 28.709 -18.607  0.1304
H: 27.129 29.071 -17.171  0.1308
H: 26.125 26.556 -17.574  0.0957
H: 27.616 26.654 -16.461  0.0968
H: 27.580 25.514 -17.732  0.0795
H: 26.745 29.596 -20.536  0.0644
H: 27.899 30.735 -20.633  0.0377

Computed properties:
* 2S+1: 1
* maximum force: 3.49 eV/A
* E_LUMO: 0.1 eV
* relative energy (zero: lowest compared OMol25 entry of this formula, charge and spin): 16.5 kcal per mole
* gap between HOMO and LUMO: 9.44 eV



4 unconnected molecules or ions with the total composition C14H37BrN3O4. Source: the OMol25 dataset; level of theory: ωB97M-V/def2-TZVPD.

Last column: Löwdin charge in e.
Cartesian coordinates (Å):
Br: -0.854 1.646 -4.803  -1.0000
C: 2.834 6.611 0.339  -0.0876
C: 2.355 5.671 1.373  -0.4824
C: 2.257 6.205 2.781  -0.2153
O: 1.417 5.527 3.739  -0.1647
C: 1.693 5.989 5.092  -0.1032
N: 1.051 5.149 1.033  0.0501
H: 3.865 6.838 0.610  0.0793
H: 2.235 7.506 0.172  0.0824
H: 2.866 6.182 -0.663  0.0860
H: 3.082 4.859 1.369  0.1401
H: 1.901 7.226 2.644  0.1161
H: 3.245 6.465 3.161  0.1151
H: 1.434 7.032 5.276  0.0730
H: 2.753 5.901 5.331  0.0773
H: 1.051 5.509 5.830  0.0807
H: 1.102 4.687 0.137  0.0794
H: 0.491 5.940 0.749  0.0739
C: -6.266 2.386 0.005  -0.0815
C: -5.043 3.127 0.657  -0.3596
C: -5.421 4.136 1.758  -0.2057
O: -4.226 4.675 2.391  -0.1557
C: -4.580 5.827 3.143  -0.1360
N: -4.145 1.989 1.097  0.0264
H: -6.078 1.781 -0.881  0.0733
H: -7.068 3.015 -0.382  0.0608
H: -6.749 1.646 0.644  0.0674
H: -4.417 3.651 -0.065  0.1376
H: -6.182 3.781 2.452  0.1165
H: -6.098 4.840 1.274  0.1103
H: -5.309 5.721 3.947  0.0767
H: -4.996 6.608 2.507  0.0795
H: -3.679 6.190 3.636  0.0846
H: -3.858 1.667 0.183  0.0621
H: -4.731 1.189 1.291  0.0429
C: 4.616 -7.335 -0.828  -0.1184
O: 3.642 -6.349 -1.280  -0.1801
C: 3.921 -5.910 -2.641  -0.1743
C: 2.699 -4.936 -3.101  -0.1937
N: 1.337 -5.300 -2.793  -0.0370
C: 0.777 -6.440 -3.585  -0.1778
C: 1.247 -7.844 -3.103  -0.2206
O: 1.103 -8.016 -1.696  -0.1779
C: 0.255 -9.089 -1.466  -0.1435
H: 4.634 -8.067 -0.021  0.0755
H: 5.581 -6.877 -0.612  0.0728
H: 4.852 -8.097 -1.571  0.0681
H: 4.268 -6.663 -3.350  0.1004
H: 4.748 -5.203 -2.583  0.1013
H: 2.996 -4.632 -4.105  0.1032
H: 2.912 -3.977 -2.629  0.1088
H: 0.729 -4.661 -3.287  0.1012
H: 0.861 -6.372 -4.670  0.1098
H: -0.308 -6.461 -3.479  0.1125
H: 2.252 -8.187 -3.350  0.1097
H: 0.693 -8.606 -3.651  0.0993
H: -0.785 -8.769 -1.411  0.0927
H: 0.585 -9.444 -0.489  0.0861
H: 0.455 -9.935 -2.123  0.0818

Computed properties:
* 2S+1: 1
* maximum force: 2.79 eV/A
* total charge: -1
* E_LUMO: 2.4 eV
* relative energy (zero: lowest compared OMol25 entry of this formula, charge and spin): 67.8 kcal per mole
* gap between HOMO and LUMO: 5.78 eV



9 unconnected molecules or ions with the total composition C14H37F12N7O17PS6. Source: the OMol25 dataset; level of theory: ωB97M-V/def2-TZVPD.

Last column: Löwdin charge in e.
Cartesian coordinates (Å):
C: -0.338 -1.715 -0.051  0.0038
C: 0.643 -0.498 -0.104  -0.2531
O: 0.068 0.547 -0.832  -0.0753
H: -1.372 -1.420 0.124  0.0613
H: -0.005 -2.417 0.714  0.0968
H: -0.372 -2.320 -0.957  0.0907
H: 1.613 -0.804 -0.496  0.0982
H: 0.748 -0.256 0.953  0.0958
C: -3.524 2.190 -4.030  0.0499
C: -2.456 1.996 -2.933  -0.3750
O: -1.522 2.733 -2.743  0.1221
N: -2.422 0.697 -2.234  0.0995
H: -1.538 0.645 -1.750  0.0968
H: -3.117 0.678 -1.501  0.0564
C: -2.703 -0.493 -3.178  0.0681
H: -3.281 1.460 -4.801  0.0929
H: -3.350 3.113 -4.583  0.1029
H: -4.524 2.187 -3.596  0.0885
H: -3.773 -0.503 -3.387  0.1168
H: -2.370 -1.450 -2.775  0.1118
H: -2.147 -0.391 -4.110  0.1032
C: 2.586 -0.089 -3.465  0.0320
C: 2.914 1.369 -3.001  -0.2947
O: 4.032 1.847 -3.157  0.1654
N: 1.694 2.168 -2.566  0.0942
H: 0.938 2.082 -3.232  0.1448
H: 1.221 1.781 -1.762  0.1046
C: 1.971 3.656 -2.374  0.0358
H: 1.550 -0.420 -3.393  0.0737
H: 3.302 -0.750 -2.975  0.0638
H: 2.775 -0.254 -4.525  0.1070
H: 2.434 4.142 -3.233  0.1071
H: 2.580 3.757 -1.475  0.0884
H: 0.982 4.109 -2.315  0.0910
C: 2.539 -0.875 3.078  0.0327
C: 3.413 -0.852 4.316  -0.3290
O: 4.139 -1.748 4.687  0.1733
N: 3.519 0.563 4.947  0.1092
H: 4.050 1.252 4.433  0.1419
H: 2.606 0.983 4.848  0.1418
C: 3.927 0.549 6.478  0.0616
H: 2.429 0.058 2.526  0.0547
H: 1.568 -1.040 3.545  0.0957
H: 2.871 -1.753 2.524  0.1094
H: 4.712 -0.198 6.592  0.0926
H: 3.028 0.354 7.063  0.1005
H: 4.356 1.519 6.731  0.0978
C: -2.081 -0.044 3.167  0.0380
C: -2.205 1.410 2.681  -0.3011
O: -2.536 2.300 3.471  0.1388
N: -1.869 1.786 1.214  0.1251
H: -1.025 1.413 0.804  0.1090
H: -2.708 1.429 0.779  0.0582
C: -1.906 3.343 0.974  0.0463
H: -2.390 -0.056 4.212  0.1013
H: -1.026 -0.318 3.165  0.0746
H: -2.735 -0.764 2.675  0.0853
H: -1.893 3.567 -0.093  0.0749
H: -1.100 3.781 1.563  0.0953
H: -2.841 3.765 1.343  0.0936
P: 2.690 3.156 2.091  0.1668
F: 3.871 4.239 2.179  -0.1392
F: 2.371 3.381 3.666  -0.1597
F: 1.657 4.355 1.632  -0.1769
F: 1.453 2.098 2.027  -0.1840
F: 3.116 2.920 0.571  -0.1521
F: 3.776 1.976 2.430  -0.1711
N: 4.536 -4.183 -1.618  -0.2378
S: 3.449 -3.181 -1.253  0.3995
O: 2.473 -2.805 -2.272  -0.3219
O: 3.804 -2.201 -0.244  -0.3223
F: 2.567 -4.253 -0.472  -0.1914
S: 5.319 -3.111 -2.647  0.6227
O: 5.966 -1.923 -2.016  -0.3091
O: 4.756 -3.082 -3.975  -0.2896
F: 6.609 -4.184 -2.920  -0.2535
N: -4.092 1.016 -0.221  -0.3370
S: -4.979 0.027 0.378  0.4288
O: -6.102 -0.613 -0.388  -0.2320
O: -5.097 0.135 1.824  -0.2518
F: -3.908 -1.129 0.278  -0.1798
S: -5.308 2.187 -0.373  0.6548
O: -6.019 2.618 0.849  -0.2251
O: -6.130 2.123 -1.560  -0.2421
F: -4.262 3.431 -0.731  -0.2172
N: -2.979 -6.546 -0.396  -0.2256
S: -3.468 -5.433 -1.185  0.3708
O: -3.171 -5.532 -2.622  -0.3183
O: -3.756 -4.079 -0.630  -0.3483
F: -4.951 -6.044 -1.074  -0.2253
S: -1.472 -5.723 -0.040  0.6361
O: -1.434 -4.878 1.153  -0.3235
O: -0.427 -5.498 -1.094  -0.3043
F: -0.932 -7.068 0.672  -0.2280

Computed properties:
* 2S+1: 2
* maximum force: 15.37 eV/A
* E_LUMO (spin up / spin down): -2.2 / -5.3 eV
* gap between HOMO and LUMO (spin up / spin down): 6.60 / 3.53 eV



| no. | M (g mol⁻¹) |
| --- | --- |
| 1 | 763.00 |
| 2 | 391.37 |
| 3 | 1026.83 |